{
  "formula": "C39H37N7O13",
  "method": "the ωB97M-V functional and the def2-TZVPD basis",
  "e_tot_ha": -2868.3847,
  "gap_ev": 7.7,
  "e_above_lowest_kj_mol": 1974.7,
  "lumo_ev": -1.5226,
  "smiles": "O=[N+]([O-])c1ccccc1.O=[N+]([O-])c1ccccc1.O=[N+]([O-])c1ccccc1.O=[N+]([O-])c1ccccc1.O=[N+]([O-])c1ccccc1.O=[N+]([O-])c1ccccc1.CN(C)C=O",
  "elements": ["C", "C", "C", "C", "C", "C", "N", "O", "O", "H", "H", "H", "H", "H", "C", "C", "C", "C", "C", "C", "N", "O", "O", "H", "H", "H", "H", "H", "C", "C", "C", "C", "C", "C", "N", "O", "O", "H", "H", "H", "H", "H", "C", "C", "C", "C", "C", "C", "N", "O", "O", "H", "H", "H", "H", "H", "C", "C", "C", "C", "C", "C", "N", "O", "O", "H", "H", "H", "H", "H", "C", "C", "C", "C", "C", "C", "N", "O", "O", "H", "H", "H", "H", "H", "C", "O", "N", "C", "C", "H", "H", "H", "H", "H", "H", "H"],
  "positions_angstrom": [[-0.899, 5.527, 3.572], [-1.855, 4.548, 2.896], [-3.330, 4.579, 3.205], [-3.849, 5.837, 3.994], [-2.890, 6.665, 4.674], [-1.347, 6.541, 4.411], [-5.243, 5.986, 4.242], [-6.068, 5.000, 4.128], [-5.572, 7.096, 4.640], [0.027, 5.539, 3.054], [-1.455, 3.715, 2.339], [-4.051, 3.912, 2.743], [-3.357, 7.361, 5.145], [-0.572, 7.329, 4.842], [-7.659, 0.179, 3.198], [-7.296, 1.313, 2.276], [-5.828, 1.603, 1.824], [-4.731, 0.736, 2.339], [-5.065, -0.228, 3.479], [-6.595, -0.440, 3.799], [-3.351, 0.963, 1.862], [-3.141, 1.746, 0.917], [-2.519, 0.244, 2.422], [-8.614, 0.010, 3.565], [-7.976, 2.063, 1.744], [-5.641, 2.378, 1.156], [-4.420, -0.684, 4.032], [-6.767, -1.135, 4.477], [4.972, 2.631, 4.853], [5.442, 3.255, 3.556], [5.995, 2.278, 2.550], [5.727, 0.823, 2.708], [5.178, 0.162, 3.992], [4.839, 1.235, 5.036], [6.048, -0.296, 1.619], [6.051, 0.168, 0.381], [5.773, -1.464, 1.782], [4.857, 3.357, 5.756], [5.661, 4.324, 3.379], [6.326, 2.648, 1.605], [5.207, -0.872, 4.152], [4.659, 0.916, 6.098], [3.932, 1.561, -2.021], [3.278, 2.988, -2.071], [2.122, 3.169, -3.113], [1.905, 2.076, -4.243], [2.796, 0.762, -4.183], [3.704, 0.593, -2.974], [1.051, 2.367, -5.386], [0.455, 3.450, -5.208], [0.712, 1.502, -6.102], [4.465, 1.312, -1.055], [3.446, 3.757, -1.390], [1.364, 4.035, -3.314], [2.451, -0.127, -4.852], [4.121, -0.387, -2.659], [0.771, -2.120, -0.909], [2.211, -1.647, -0.552], [2.421, -0.208, 0.116], [1.292, 0.856, 0.029], [-0.108, 0.316, -0.281], [-0.192, -1.117, -0.901], [1.477, 2.213, 0.600], [2.597, 2.533, 1.158], [0.527, 3.057, 0.517], [0.741, -3.032, -1.519], [2.973, -2.330, -0.603], [3.428, -0.063, 0.603], [-0.773, 1.136, -0.278], [-1.053, -1.643, -1.152], [0.618, -2.857, -4.705], [0.430, -4.266, -3.995], [0.286, -5.453, -4.866], [0.287, -5.336, -6.380], [0.685, -3.985, -7.000], [0.739, -2.717, -6.107], [0.378, -6.577, -7.269], [-0.146, -7.639, -6.768], [0.779, -6.432, -8.331], [0.644, -2.142, -4.003], [0.253, -4.358, -2.859], [0.155, -6.337, -4.321], [0.796, -3.996, -8.017], [0.896, -1.804, -6.638], [-0.319, -6.385, 0.579], [-0.418, -6.052, 1.750], [-1.197, -5.887, -0.244], [-1.240, -6.146, -1.697], [-2.184, -4.877, 0.043], [0.458, -7.038, 0.113], [-1.845, -6.990, -2.175], [-0.369, -6.438, -2.136], [-1.418, -5.185, -2.262], [-2.711, -5.177, 1.068], [-2.719, -4.587, -0.758], [-1.643, -3.890, 0.319]],
  "lowdin_charge": [-0.09, -0.01, 0.07, -0.12, 0.06, -0.04, -0.34, 0.03, 0.07, 0.08, 0.06, 0.06, 0.02, 0.13, -0.07, 0.01, 0.03, -0.10, 0.13, -0.04, -0.34, 0.05, 0.06, 0.07, 0.10, 0.06, 0.02, 0.04, -0.10, -0.02, 0.00, -0.06, 0.07, -0.08, -0.28, -0.05, 0.06, 0.12, 0.09, 0.08, 0.07, 0.10, -0.10, 0.01, 0.06, -0.09, 0.06, -0.12, -0.40, 0.02, 0.10, 0.08, 0.04, 0.11, 0.10, 0.10, -0.07, 0.03, 0.06, -0.09, 0.10, -0.06, -0.29, 0.01, 0.03, 0.06, 0.04, 0.08, 0.05, 0.05, -0.03, -0.01, 0.00, -0.04, 0.08, -0.03, -0.38, 0.02, 0.13, 0.02, 0.06, 0.06, 0.05, 0.08, -0.36, 0.00, -0.18, -0.08, -0.05, 0.15, 0.12, 0.02, 0.08, 0.14, 0.03, 0.11]
}



{
  "formula": "C39H37N7O13",
  "method": "the ωB97M-V functional and the def2-TZVPD basis",
  "e_tot_ha": -2868.2882,
  "gap_ev": 7.2,
  "e_above_lowest_kj_mol": 2228.1,
  "lumo_ev": -1.9110,
  "elements": ["C", "C", "C", "C", "C", "C", "N", "O", "O", "H", "H", "H", "H", "H", "C", "C", "C", "C", "C", "C", "N", "O", "O", "H", "H", "H", "H", "H", "C", "C", "C", "C", "C", "C", "N", "O", "O", "H", "H", "H", "H", "H", "C", "C", "C", "C", "C", "C", "N", "O", "O", "H", "H", "H", "H", "H", "C", "C", "C", "C", "C", "C", "N", "O", "O", "H", "H", "H", "H", "H", "C", "C", "C", "C", "C", "C", "N", "O", "O", "H", "H", "H", "H", "H", "C", "O", "N", "C", "C", "H", "H", "H", "H", "H", "H", "H"],
  "positions_angstrom": [[-4.165, 8.814, -3.565], [-3.706, 7.395, -3.414], [-2.555, 7.081, -2.438], [-1.868, 8.337, -1.834], [-2.356, 9.734, -2.123], [-3.611, 9.948, -2.950], [-0.879, 7.974, -0.852], [-0.561, 6.798, -0.580], [-0.185, 8.918, -0.379], [-5.064, 8.962, -4.113], [-4.123, 6.556, -3.964], [-2.373, 6.015, -2.148], [-2.069, 10.685, -1.589], [-4.011, 10.912, -3.291], [-0.373, 2.177, -0.602], [0.205, 3.367, 0.191], [1.222, 2.988, 1.336], [1.543, 1.481, 1.594], [0.944, 0.421, 0.615], [0.032, 0.805, -0.470], [2.457, 1.070, 2.626], [2.708, -0.190, 2.741], [2.533, 1.835, 3.562], [-0.945, 2.510, -1.486], [0.099, 4.421, -0.076], [1.748, 3.669, 2.065], [1.402, -0.491, 0.868], [-0.369, 0.013, -1.026], [5.351, -4.708, 2.964], [6.587, -4.305, 2.127], [6.467, -3.226, 1.083], [5.108, -2.409, 0.856], [3.898, -2.916, 1.805], [4.101, -4.073, 2.779], [5.000, -1.413, -0.137], [3.868, -1.360, -0.610], [5.954, -0.694, -0.526], [5.482, -5.488, 3.451], [7.509, -4.665, 2.283], [7.266, -2.968, 0.240], [2.948, -2.420, 1.550], [3.382, -4.482, 3.263], [-3.146, -1.247, -2.170], [-3.572, -0.285, -1.030], [-3.850, 1.178, -1.529], [-3.436, 1.590, -2.916], [-3.133, 0.512, -3.995], [-3.073, -1.034, -3.577], [-3.508, 2.988, -3.253], [-3.135, 3.179, -4.507], [-3.408, 3.786, -2.404], [-2.945, -2.289, -1.972], [-3.883, -0.325, -0.071], [-3.980, 1.804, -0.629], [-2.948, 0.833, -5.050], [-2.809, -1.823, -4.325], [4.104, -5.071, -3.742], [3.510, -4.807, -2.389], [2.434, -3.577, -2.344], [1.935, -2.974, -3.557], [2.467, -3.421, -4.953], [3.649, -4.507, -4.910], [0.896, -1.936, -3.568], [0.394, -1.610, -2.524], [0.381, -1.598, -4.695], [4.845, -5.887, -3.911], [3.824, -5.143, -1.398], [2.046, -3.062, -1.440], [2.197, -2.845, -6.184], [3.943, -4.877, -6.062], [-0.842, -4.930, 4.758], [-1.970, -5.650, 4.056], [-2.270, -5.331, 2.575], [-1.502, -4.124, 1.888], [-0.355, -3.479, 2.696], [-0.134, -3.845, 4.172], [-1.761, -3.690, 0.579], [-2.818, -4.175, -0.084], [-1.316, -2.563, 0.271], [-0.603, -5.196, 5.788], [-2.678, -6.303, 4.572], [-3.074, -5.722, 2.114], [0.417, -2.663, 2.199], [0.622, -3.311, 4.541], [-1.864, -0.781, 4.819], [-1.381, -1.005, 5.972], [-1.672, 0.393, 4.140], [-2.324, 0.576, 2.886], [-0.903, 1.426, 4.713], [-2.462, -1.312, 4.123], [-3.262, 0.661, 3.111], [-2.169, -0.328, 2.271], [-1.973, 1.382, 2.487], [0.208, 1.267, 4.976], [-1.422, 1.820, 5.524], [-0.886, 2.252, 4.133]],
  "lowdin_charge": [-0.10, 0.00, 0.07, -0.11, 0.04, -0.07, -0.35, 0.02, 0.04, 0.08, 0.08, 0.08, 0.11, 0.10, -0.04, 0.02, 0.06, -0.10, 0.06, -0.06, -0.33, -0.01, 0.07, 0.08, 0.06, 0.10, 0.05, 0.04, -0.01, 0.00, 0.04, -0.07, 0.10, -0.03, -0.37, 0.04, 0.06, 0.00, 0.03, 0.13, 0.06, 0.01, -0.08, 0.03, 0.03, -0.15, 0.10, -0.03, -0.35, -0.02, 0.09, 0.05, 0.02, 0.09, 0.10, 0.11, -0.16, 0.03, 0.04, -0.16, 0.05, -0.13, -0.33, 0.06, 0.00, 0.10, 0.07, 0.09, 0.20, 0.15, -0.05, -0.01, 0.09, -0.12, 0.06, -0.05, -0.29, -0.01, 0.02, 0.10, 0.08, 0.03, 0.14, 0.04, -0.27, -0.03, -0.18, -0.02, -0.05, 0.11, 0.04, 0.11, 0.04, 0.13, 0.08, 0.04]
}